(1)
DFT (the ωB97M-V functional and the def2-TZVPD basis) results for C18H22BNO5 in the gas phase.

multiplicity	1
Kohn-Sham gap	8.87	eV
LUMO level	0.477	eV
DFT total energy	-31429.80730	eV
energy above the lowest of the compared OMol25 structures with the same formula, charge and spin	0.0	kcal/mol

XYZ file:
```
47
Properties=species:S:1:pos:R:3:forces:R:3
C 2.1914 -3.2879 3.7430 0.813 0.553 0.105
C 1.6457 -3.1027 2.3344 0.224 0.145 0.120
C 2.7969 -2.7162 1.3693 0.194 0.347 0.440
C 0.9976 -4.3745 1.8427 -0.297 -0.146 -0.265
C 0.5951 -1.9943 2.3463 0.464 -0.110 0.605
C -0.2914 -1.8481 1.2905 0.869 0.093 0.186
C -1.1020 -0.7476 1.2081 -1.087 0.424 -0.314
C -1.1701 0.1747 2.2498 -0.206 -0.118 -1.163
O -2.0220 1.2714 2.1950 0.337 0.377 0.103
C -2.9883 1.3435 1.1181 1.664 -0.486 1.171
C -2.3363 1.4536 -0.2537 0.473 0.771 0.114
O -2.5751 0.5999 -1.0830 -0.404 0.242 -0.202
N -1.4848 2.5442 -0.4389 -0.910 -0.111 0.639
C -0.8757 2.8465 -1.6738 1.182 1.111 -0.102
C -1.0045 2.0018 -2.7508 -0.232 -0.499 -0.728
C -0.2756 2.1053 -3.9292 -0.418 0.428 0.527
B -0.6029 1.1358 -5.0588 -0.715 -1.509 -0.811
O -1.5079 0.0772 -4.8620 0.465 0.368 -0.422
O -0.0188 1.2872 -6.3147 -0.155 -0.308 0.892
C 0.6105 3.1419 -4.0458 0.374 0.564 -0.307
C 0.7159 4.1121 -3.0708 -0.922 -0.295 1.205
C -0.0522 4.0086 -1.8817 0.087 -0.635 -0.542
O -0.0449 4.9991 -0.9309 0.668 0.142 -0.307
C -0.3156 0.0023 3.3289 -1.116 0.580 -0.378
C 0.5321 -1.0664 3.3990 0.274 -0.389 -0.579
H 2.6412 -2.3468 4.0599 -0.003 0.079 0.109
H 1.4213 -3.5238 4.4701 -0.109 -0.284 0.046
H 3.0377 -3.9737 3.8131 -0.328 -0.441 -0.222
H 3.2721 -1.7659 1.6845 -0.173 -0.482 -0.050
H 2.3828 -2.5368 0.3836 -0.017 -0.038 -0.290
H 3.5840 -3.4926 1.2890 -0.486 0.280 0.163
H 0.0986 -4.6042 2.4111 -0.150 0.014 -0.030
H 1.6632 -5.2075 1.9466 0.524 -0.549 0.048
H 0.7538 -4.2900 0.7830 -0.147 -0.131 0.052
H -0.2921 -2.5377 0.4620 0.058 -0.101 -0.068
H -1.6850 -0.6290 0.2969 0.058 -0.206 0.547
H -3.5720 0.4450 1.2047 -0.470 -0.343 -0.589
H -3.5855 2.2073 1.3313 -0.323 0.487 0.143
H -1.2893 3.1478 0.3740 -0.247 -0.532 -0.793
H -1.7446 1.2263 -2.7349 0.170 0.084 0.471
H -1.9534 -0.0629 -4.0082 0.602 0.358 -0.559
H -0.0843 0.5052 -6.8767 -0.265 0.162 0.130
H 1.1723 3.2463 -4.9533 0.307 0.057 -0.288
H 1.3694 4.9497 -3.2525 0.056 0.296 0.258
H 0.6041 5.6875 -1.2060 -0.715 -0.736 0.332
H -0.3620 0.7171 4.1065 0.012 0.621 0.813
H 1.1509 -1.1289 4.2842 0.021 -0.130 -0.210
```
Forces are in eV/Å.

---

(2)
DFT (the ωB97M-V functional and the def2-TZVPD basis) results for a molecular structure, C18H22BeBr6F12NO11.

multiplicity	1
Kohn-Sham gap	2.74	eV
LUMO level	-9.477	eV
total charge	+1
DFT total energy	-496283.43888	eV
energy above the lowest of the compared OMol25 structures with the same formula, charge and spin	5.3	kcal/mol

XYZ file:
```
71
Properties=species:S:1:pos:R:3:forces:R:3
Be 0.2148 0.0902 3.8986 -0.589 1.482 -3.821
N -0.2906 0.6611 0.8048 0.182 1.614 -2.033
O -0.2815 0.8726 -0.4109 0.249 -1.593 1.229
O 0.1104 -0.3681 1.3864 1.837 -4.785 1.099
O -0.6249 1.4643 1.5992 -2.038 4.561 2.655
C 1.2306 -4.0384 0.6885 0.817 -1.700 0.287
Br 1.0337 -4.6763 -1.1576 0.301 0.496 1.050
Br 3.1464 -4.1052 1.3244 -1.036 0.417 -0.637
Br 0.3126 -5.3429 1.9029 0.108 1.166 -0.683
H 0.8859 -3.0097 0.7939 -0.113 -0.356 0.014
C -0.4283 4.9178 -0.4220 -0.596 0.241 -0.762
Br -2.3291 4.6902 -1.0608 1.375 0.085 0.482
Br -0.2958 6.4135 0.8016 0.002 -0.379 -0.363
Br 0.7848 5.1264 -1.9854 -0.746 -0.224 1.072
H -0.1675 4.0224 0.1423 -0.075 0.156 -0.409
C -3.9708 1.4193 1.1602 0.242 0.102 -1.042
C -3.9002 0.1159 1.8929 0.953 0.175 -1.111
O -4.4512 0.3105 3.1836 1.584 0.306 4.435
C -3.6081 0.6162 4.2470 1.666 -1.272 -2.952
O -2.3615 0.8118 4.1608 -2.510 -0.851 0.237
C -4.3153 0.6511 5.6268 -2.502 1.845 1.381
F -4.6692 1.9603 5.8467 -0.048 -0.738 -0.996
F -5.4563 -0.0901 5.7055 1.720 0.604 -0.597
F -3.5641 0.3935 6.6813 0.745 -1.104 -0.694
H -3.5333 1.2518 0.1760 0.268 0.129 -0.110
H -3.3814 2.1860 1.6631 -0.139 0.042 -0.032
H -4.9784 1.7655 0.9301 -0.075 -0.066 0.489
H -2.8701 -0.2371 1.9424 0.226 0.248 0.443
H -4.3872 -0.7023 1.3623 -0.774 0.167 0.490
C 2.9807 -1.0365 -0.9781 -0.475 0.361 -0.532
C 2.3870 -0.0254 -1.9517 -0.784 -0.294 1.013
O 2.9438 -0.0900 -3.2380 0.160 -0.990 -3.008
C 2.5619 -1.0692 -4.1678 -1.475 -1.764 4.441
O 1.8423 -2.0410 -3.8579 2.300 3.403 -1.655
C 3.2993 -0.8541 -5.4983 1.095 0.504 -0.523
F 3.4387 0.4758 -5.7551 -0.803 -1.238 -0.197
F 4.5807 -1.3154 -5.4550 -1.161 -0.115 0.280
F 2.6452 -1.5143 -6.4603 0.442 0.854 0.401
H 2.5662 -0.7754 -0.0044 0.020 -0.222 0.204
H 4.0638 -0.9171 -0.9519 -0.006 -0.257 0.023
H 2.6745 -2.0433 -1.2623 0.271 -0.060 0.153
H 2.5620 0.9688 -1.5408 0.381 0.228 -0.513
H 1.2994 -0.0837 -1.9960 0.007 -0.420 -0.153
C 5.6882 -0.3603 1.6811 -0.668 -0.752 -0.187
C 4.3596 0.0386 2.3049 -0.216 -0.409 0.664
O 4.0322 1.3423 1.8114 -2.182 3.176 0.263
C 2.9251 2.0411 2.1951 0.899 -4.518 2.645
O 2.0108 1.5291 2.8932 0.883 0.726 -0.973
C 2.9858 3.5333 1.9055 -0.549 0.722 1.442
F 2.3059 3.7324 0.8169 -0.963 0.539 -1.162
F 2.4319 4.2456 2.9467 0.472 -1.087 -1.210
F 4.2097 3.9342 1.7452 0.904 0.285 -0.037
H 5.6707 -1.4502 1.6750 0.207 -0.097 -0.208
H 6.6007 -0.0740 2.2041 -0.379 0.403 0.136
H 5.7162 -0.0110 0.6490 0.114 -0.077 0.055
H 4.4013 0.0389 3.3941 0.215 0.490 0.171
H 3.5014 -0.6051 2.1120 0.292 -0.334 -0.649
C -1.1281 -1.9877 -2.3365 0.357 1.238 1.673
C -2.4518 -1.8898 -1.5197 1.367 -1.397 -0.952
O -3.4069 -1.2897 -2.3694 -1.448 0.843 -0.020
C -4.1371 -2.0363 -3.1666 1.621 -5.060 0.416
O -3.9537 -3.3094 -3.2684 -1.466 5.990 -0.015
C -5.2462 -1.2092 -3.9128 -0.331 -1.052 2.038
F -5.1954 0.1304 -3.8749 0.516 -0.831 -0.019
F -5.2350 -1.6579 -5.1178 -0.368 0.090 -1.991
F -6.4155 -1.5727 -3.3092 0.384 0.332 -0.314
H -0.9743 -2.5908 -3.2313 -0.996 -0.249 0.208
H -0.3507 -2.2912 -1.6354 0.124 -0.023 -0.025
H -0.8909 -0.9544 -2.5894 0.154 0.036 -0.236
H -2.4198 -1.2550 -0.6342 0.551 0.368 -0.298
H -2.7335 -2.8703 -1.1359 -0.499 -0.110 -0.466
```
Forces are in eV/Å.

---

(3)
DFT (the ωB97M-V functional and the def2-TZVPD basis) results for 3 unconnected molecules or ions with the total composition C18H22BrO7PS3.

multiplicity	1
Kohn-Sham gap	7.69	eV
LUMO level	-0.856	eV
DFT total energy	-145190.71011	eV

XYZ file:
```
52
Properties=species:S:1:pos:R:3:forces:R:3
O -2.3914 1.0000 -0.9762 0.361 -0.224 0.323
C -1.7667 0.2864 -0.2293 0.842 -0.649 0.704
C -0.7896 -0.8252 -0.7288 -0.249 -0.522 1.263
C -0.6672 -1.9594 0.0164 -0.483 1.036 -0.216
C -1.5101 -2.1389 1.3217 0.447 1.038 -0.374
O -2.0057 -3.1891 1.6492 0.489 0.371 -0.005
C -1.6903 -0.8197 2.1403 0.043 0.913 -0.007
C -1.7007 -0.7888 3.5965 -0.452 1.954 -0.644
S -1.4708 -2.3040 4.5846 -0.286 1.046 -0.158
C -1.8725 0.5287 4.2441 0.106 0.038 -1.904
C -2.0181 1.7626 3.4661 1.192 -2.953 -0.298
P -2.1829 3.4472 4.2385 0.061 1.224 -1.034
O -0.9156 4.3149 3.5284 -0.520 -1.905 0.912
Br -1.5943 3.3223 6.4365 0.171 -0.475 -0.609
C -2.0041 1.6827 1.9984 -0.025 -0.986 0.850
C -1.8364 0.4164 1.3299 0.017 -0.259 1.918
H -0.1707 -0.6747 -1.6575 -1.253 -0.063 1.361
H 0.0562 -2.7311 -0.3333 -0.910 0.310 0.561
H -1.4667 -1.7714 5.8611 0.033 0.044 -1.135
H -1.8513 0.5775 5.3536 0.015 0.019 -0.969
H -0.1056 3.7581 3.5333 -0.290 0.468 -0.205
H -2.1240 2.6301 1.4283 0.165 -0.940 0.276
O 1.3989 -0.2181 3.9551 -0.050 0.270 -0.017
S 2.0674 0.4290 2.8533 0.208 -0.024 -0.151
O 1.8330 1.8152 2.5218 -0.293 -0.002 0.299
C 3.8260 0.1628 3.0226 0.411 -0.158 0.021
C 4.0808 -1.1507 2.2923 -0.047 -0.122 -0.011
C 3.2535 -1.0791 1.0046 0.126 0.009 -0.060
C 1.8571 -0.5779 1.3831 0.187 -0.137 -0.303
H 4.0954 0.1283 4.0769 -0.160 0.108 -0.001
H 4.3369 0.9921 2.5308 -0.089 0.013 0.037
H 5.1419 -1.2935 2.0845 -0.051 0.009 0.034
H 3.7396 -1.9910 2.9038 0.039 0.056 0.011
H 3.7214 -0.3756 0.3102 -0.032 -0.027 0.040
H 3.2015 -2.0471 0.5038 -0.020 0.062 0.011
H 1.4185 0.0264 0.5920 -0.111 0.030 0.192
H 1.1911 -1.4017 1.6329 0.020 0.137 0.147
O -0.1752 2.0512 -4.3341 0.221 -0.134 0.257
S -0.2345 0.6133 -4.3114 -0.375 -0.006 -0.210
O 0.2854 -0.1597 -3.2016 0.544 0.544 -0.815
C -1.9167 0.1084 -4.6291 -0.406 -0.111 -0.152
C -1.9961 0.0001 -6.1475 0.072 0.062 -0.099
C -0.7010 -0.6918 -6.5843 -0.092 -0.120 -0.062
C 0.4544 -0.0129 -5.8426 0.194 -0.290 -0.421
H -2.6071 0.8394 -4.2120 0.182 0.009 0.165
H -2.0681 -0.8636 -4.1565 0.044 0.068 0.044
H -2.8789 -0.5567 -6.4630 0.032 0.044 0.035
H -2.0491 0.9982 -6.5915 -0.038 -0.035 0.051
H -0.7436 -1.7496 -6.3103 -0.001 0.058 -0.001
H -0.5593 -0.6394 -7.6645 0.026 -0.007 0.067
H 1.2565 -0.7142 -5.6169 0.020 0.162 0.115
H 0.8490 0.8336 -6.4043 -0.033 0.048 0.167
```
Forces are in eV/Å.

---

Q: Which formula does entry 1 have?
A: C18H22BNO5